Entry 1:
This record from OMol25 describes a cluster of 2 separate species, C5H13N2O in total at a distorted geometry. The level of theory is wB97M-V/def2-TZVPD.

Geometry as ORCA input:
```
! RIJCOSX wB97M-V def2-TZVPD def2/J DEFGRID3
* xyz 1 1
C 2.928 -0.272 -1.076
C 1.459 0.025 -0.760
C 0.365 2.119 0.023
N 1.352 1.327 -0.065
H 3.383 0.594 -1.562
H 3.532 -0.501 -0.199
H 2.930 -1.138 -1.734
H 0.898 0.075 -1.691
H 1.058 -0.808 -0.179
H 0.535 3.116 0.412
H -0.625 1.828 -0.307
H 2.253 1.689 0.236
C -2.167 -2.223 0.788
N -2.612 -0.999 1.196
C -2.069 0.192 0.579
O -1.072 -2.453 0.341
H -2.909 -3.026 0.917
H -3.480 -0.970 1.702
H -1.018 -0.048 0.444
H -2.139 1.032 1.275
H -2.602 0.441 -0.341
*
```

Computed properties:
LUMO energy ... -5.08 eV
Frontier orbital gap ... 7.904 eV
E_HOMO ... -12.99 eV



Entry 2:
This record from OMol25 describes a cluster of 2 separate species, C5H13N2O in total. The level of theory is wB97M-V/def2-TZVPD.

Geometry as ORCA input:
```
! RIJCOSX wB97M-V def2-TZVPD def2/J DEFGRID3
* xyz 1 1
C -2.399 0.545 -0.874
C -2.943 -0.444 -1.571
C -1.265 1.144 1.129
N -1.928 0.294 0.446
H -2.324 1.565 -1.211
H -3.053 -1.428 -1.134
H -3.287 -0.248 -2.575
H -0.950 0.967 2.146
H -1.105 2.111 0.667
H -1.954 -0.683 0.729
C 1.821 -0.364 -0.571
O 0.752 0.538 -0.905
C 2.052 -0.269 0.924
N 3.024 -1.303 1.313
H 1.566 -1.375 -0.889
H 2.732 -0.047 -1.083
H 0.674 0.518 -1.848
H 2.416 0.745 1.132
H 1.115 -0.385 1.472
H 3.284 -1.158 2.283
H 3.876 -1.069 0.804
*
```

Computed properties:
LUMO energy ... -5.14 eV
Frontier orbital gap ... 7.472 eV
E_HOMO ... -12.61 eV



Entry 3:
This record from OMol25 describes the ion C5H13N2O with charge +1 at a distorted geometry. The level of theory is wB97M-V/def2-TZVPD.

Geometry as ORCA input:
```
! RIJCOSX wB97M-V def2-TZVPD def2/J DEFGRID3
* xyz 1 1
C -2.180 -0.199 -1.659
C -0.962 -0.303 -1.111
N 0.153 0.170 -1.816
C -0.785 -1.050 0.228
C -0.161 -0.107 1.226
N -0.127 1.416 0.864
C 1.407 -0.345 1.515
O 2.249 0.138 0.546
H -2.575 0.447 -2.426
H -3.014 -0.623 -1.087
H 0.006 0.607 -2.711
H 0.976 -0.406 -1.824
H -1.711 -1.445 0.611
H -0.065 -1.871 0.037
H -0.660 -0.227 2.198
H 0.414 1.877 1.597
H -1.024 1.869 0.661
H 0.489 1.500 0.037
H 1.359 -1.403 1.773
H 1.646 0.333 2.350
H 2.399 -0.487 -0.173
*
```

Computed properties:
LUMO energy ... -3.20 eV
Frontier orbital gap ... 9.204 eV
E_HOMO ... -12.40 eV
Structure (SMILES) ... C=C(N)C[C@H]([NH3+])CO



Entry 4:
This record from OMol25 describes a cluster of 2 separate species, C5H13N2O in total at a distorted geometry. The level of theory is wB97M-V/def2-TZVPD.

Geometry as ORCA input:
```
! RIJCOSX wB97M-V def2-TZVPD def2/J DEFGRID3
* xyz 1 1
C -0.809 0.281 -1.734
C -1.552 0.747 -0.381
C -0.652 0.935 0.747
C -0.521 -0.106 1.736
N 0.567 -1.086 1.415
C 0.769 -0.104 2.493
N -0.302 -1.039 -1.750
H -1.465 0.443 -2.563
H -0.004 1.019 -1.738
H -2.009 1.717 -0.597
H -2.330 0.021 -0.126
H -0.543 1.996 0.965
H -1.428 -0.555 2.126
H 1.544 0.614 2.245
H 0.773 -0.541 3.485
H -0.965 -1.770 -1.960
H 0.205 -1.280 -0.914
H 1.823 -0.143 -1.696
H 3.307 -0.090 -1.391
H 1.136 -0.778 0.622
O 2.457 -0.280 -0.984
*
```

Computed properties:
LUMO energy ... -6.99 eV
Frontier orbital gap ... 7.057 eV
E_HOMO ... -14.05 eV



Entry 5:
This record from OMol25 describes the ion C5H13N2O with charge +1 at a distorted geometry. The level of theory is wB97M-V/def2-TZVPD.

Geometry as ORCA input:
```
! RIJCOSX wB97M-V def2-TZVPD def2/J DEFGRID3
* xyz 1 1
N -1.959 1.081 2.234
C -0.818 0.485 2.515
N 0.091 0.124 1.664
C 0.263 0.602 0.277
C 1.593 0.104 -0.310
C 1.511 -0.805 -1.555
C 0.132 -1.338 -1.928
O -0.664 -0.279 -2.420
H -2.634 1.240 2.976
H -2.170 1.420 1.303
H -0.703 0.280 3.564
H 0.850 -0.403 2.065
H -0.546 0.264 -0.365
H 0.214 1.681 0.330
H 2.152 -0.444 0.445
H 2.188 0.991 -0.494
H 1.886 -0.303 -2.443
H 2.167 -1.660 -1.409
H 0.264 -2.146 -2.630
H -0.375 -1.760 -1.056
H -1.122 -0.496 -3.244
*
```

Computed properties:
LUMO energy ... -3.26 eV
Frontier orbital gap ... 10.364 eV
E_HOMO ... -13.63 eV
Structure (SMILES) ... N/C=[NH+]\CCCCO



Entry 6:
This record from OMol25 describes a cluster of 2 separate species, C5H13N2O in total. The level of theory is wB97M-V/def2-TZVPD.

Geometry as ORCA input:
```
! RIJCOSX wB97M-V def2-TZVPD def2/J DEFGRID3
* xyz 1 1
C 0.070 -0.760 1.648
C 0.507 -2.018 1.747
N 1.508 -2.438 2.566
N -1.067 -0.460 0.749
H 0.471 0.114 2.141
H -0.023 -2.807 1.226
H 2.029 -3.250 2.286
H 2.040 -1.711 3.021
H -0.751 0.055 -0.107
H -1.739 0.164 1.197
H -1.563 -1.300 0.447
C 0.485 2.240 -0.127
C -0.463 1.848 -1.227
C -0.142 0.949 -2.153
O -0.977 0.601 -3.162
H -0.033 2.314 0.832
H 1.342 1.577 -0.040
H 0.862 3.247 -0.312
H -1.376 2.415 -1.311
H 0.822 0.433 -2.140
H -0.496 0.091 -3.821
*
```

Computed properties:
LUMO energy ... -3.00 eV
Frontier orbital gap ... 9.497 eV
E_HOMO ... -12.50 eV



Entry 7:
This record from OMol25 describes the ion C5H13N2O with charge +2 at a distorted geometry. The level of theory is wB97M-V/def2-TZVPD.

Geometry as ORCA input:
```
! RIJCOSX wB97M-V def2-TZVPD def2/J DEFGRID3
* xyz 2 2
N 1.420 -0.028 -0.881
C 0.071 -0.122 -0.352
C -0.227 0.510 0.994
C 0.278 -0.394 2.207
C 0.551 1.900 1.234
C -0.965 -0.408 -1.392
N -1.023 -1.902 -1.719
O -0.618 0.310 -2.666
H -0.087 -0.566 -2.638
H 1.482 0.615 -1.554
H 1.731 -0.893 -1.229
H -1.936 0.023 -1.125
H -1.368 0.665 1.010
H 0.284 0.254 3.073
H -0.415 -1.239 2.257
H 1.293 -0.742 1.930
H 0.481 2.243 2.273
H 0.222 2.719 0.616
H 1.589 1.717 1.052
H -0.983 -2.535 -0.894
H -1.780 -2.127 -2.196
*
```

Computed properties:
LUMO energy (alpha / beta) ... -12.15 / -15.06 eV
Frontier orbital gap (alpha / beta) ... 8.048 / 4.928 eV
E_HOMO (alpha / beta) ... -20.20 / -19.98 eV



Entry 8:
This record from OMol25 describes the ion C5H13N2O with charge +2 at a distorted geometry. The level of theory is wB97M-V/def2-TZVPD.

Geometry as ORCA input:
```
! RIJCOSX wB97M-V def2-TZVPD def2/J DEFGRID3
* xyz 2 2
C 0.842 0.793 1.935
O 0.799 -0.273 2.902
C 0.680 0.238 0.526
C -0.792 0.027 0.121
C -1.063 0.075 -1.342
C -2.026 0.907 -1.912
N -0.129 -0.548 -2.150
N 1.494 -1.038 0.427
H -0.019 1.416 2.193
H 1.778 1.270 2.216
H 0.116 -0.951 2.829
H 1.129 0.948 -0.139
H -1.372 0.757 0.683
H -1.239 -0.906 0.474
H -2.046 1.230 -2.959
H -2.812 1.476 -1.408
H -0.008 0.043 -2.974
H -0.422 -1.456 -2.533
H 1.770 -1.369 1.367
H 2.356 -0.937 -0.117
H 0.965 -1.703 -0.139
*
```

Computed properties:
LUMO energy (alpha / beta) ... -8.85 / -12.43 eV
Frontier orbital gap (alpha / beta) ... 9.707 / 6.129 eV
E_HOMO (alpha / beta) ... -18.55 / -18.55 eV



Copy entry 2 word for word.
This record from OMol25 describes a cluster of 2 separate species, C5H13N2O in total. The level of theory is wB97M-V/def2-TZVPD.

Geometry as ORCA input:
```
! RIJCOSX wB97M-V def2-TZVPD def2/J DEFGRID3
* xyz 1 1
C -2.399 0.545 -0.874
C -2.943 -0.444 -1.571
C -1.265 1.144 1.129
N -1.928 0.294 0.446
H -2.324 1.565 -1.211
H -3.053 -1.428 -1.134
H -3.287 -0.248 -2.575
H -0.950 0.967 2.146
H -1.105 2.111 0.667
H -1.954 -0.683 0.729
C 1.821 -0.364 -0.571
O 0.752 0.538 -0.905
C 2.052 -0.269 0.924
N 3.024 -1.303 1.313
H 1.566 -1.375 -0.889
H 2.732 -0.047 -1.083
H 0.674 0.518 -1.848
H 2.416 0.745 1.132
H 1.115 -0.385 1.472
H 3.284 -1.158 2.283
H 3.876 -1.069 0.804
*
```

Computed properties:
LUMO energy ... -5.14 eV
Frontier orbital gap ... 7.472 eV
E_HOMO ... -12.61 eV